Formula: C41H68O33
Source: the OMol25 dataset
Level of theory: ωB97M-V/def2-TZVPD

Output
* E_tot: -111184.21115 eV
* molar mass: 1088.962 g mol⁻¹
* 2S+1: 2
* charge: -1
* gap between HOMO and LUMO (alpha / beta): 1.26 / 10.00 eV
* HOMO level (alpha / beta): 0.18 / -8.64 eV
* F_max: 5.59 eV Å⁻¹
* E_LUMO (alpha / beta): 1.44 / 1.35 eV

Geometry (Å):
C -0.42 7.42 1.28
C 0.40 6.95 2.52
O 1.32 6.03 1.99
C 1.25 6.00 0.61
O 2.01 5.44 -0.20
O 0.10 6.61 0.23
H -0.16 8.46 1.12
H -1.49 7.22 1.30
H -0.20 6.61 3.36
H 0.74 7.91 2.90
C -4.33 0.94 -1.04
C -5.43 0.03 -1.58
C -6.37 -0.39 -0.47
O -7.62 0.11 -0.90
C -7.54 0.75 -2.09
O -8.50 1.17 -2.70
O -6.23 0.80 -2.43
H -3.70 0.28 -0.44
H -4.72 1.73 -0.40
H -3.66 1.43 -1.74
H -5.00 -0.83 -2.09
H -6.18 -0.12 0.57
H -6.35 -1.48 -0.38
C -1.64 3.80 1.41
C -1.42 3.70 2.94
C -2.61 3.41 3.83
O -2.26 2.32 4.59
C -1.08 1.87 4.29
O -0.59 0.93 4.84
O -0.61 2.54 3.30
H -2.44 4.53 1.32
H -2.04 2.90 0.94
H -0.83 4.25 0.82
H -0.77 4.46 3.37
H -3.52 3.28 3.24
H -2.87 4.25 4.49
C 2.06 1.76 0.08
C 1.50 0.37 0.12
C 0.51 -0.02 1.10
O -0.74 0.11 0.39
C -0.53 0.07 -0.90
O -1.33 -0.10 -1.82
O 0.81 0.15 -1.15
H 2.84 1.82 -0.68
H 2.48 2.03 1.05
H 1.33 2.52 -0.22
H 2.33 -0.32 0.01
H 0.48 0.86 1.74
H 0.69 -0.98 1.58
C -2.38 -0.64 -5.41
C -2.28 0.34 -6.58
C -1.79 1.71 -6.06
O -0.54 1.79 -6.76
C -0.37 0.72 -7.59
O 0.61 0.61 -8.30
O -1.33 -0.15 -7.51
H -1.40 -1.01 -5.12
H -3.02 -1.50 -5.65
H -2.70 -0.21 -4.47
H -3.25 0.53 -7.05
H -1.64 1.68 -4.99
H -2.61 2.41 -6.20
C -1.99 -3.09 3.35
C -2.64 -1.72 3.35
C -3.49 -1.39 2.22
O -4.59 -0.76 2.81
C -4.58 -0.88 4.14
O -5.50 -0.64 4.91
O -3.47 -1.47 4.50
H -1.38 -3.24 2.46
H -2.67 -3.93 3.22
H -1.33 -3.14 4.22
H -1.90 -0.96 3.58
H -3.80 -2.25 1.63
H -3.00 -0.63 1.61
C 2.53 -2.78 3.46
C 2.48 -4.11 4.23
C 1.85 -3.99 5.64
O 1.20 -5.24 5.74
C 0.79 -5.61 4.51
O 0.00 -6.52 4.23
O 1.46 -4.85 3.57
H 3.42 -2.24 3.79
H 1.55 -2.30 3.52
H 2.70 -2.81 2.39
H 3.44 -4.62 4.27
H 1.09 -3.21 5.68
H 2.59 -3.82 6.41
C -3.88 -5.84 0.66
O -3.28 -5.28 -0.53
C -3.65 -3.99 -0.93
O -4.54 -3.27 -0.39
O -3.01 -3.78 -2.11
C -2.95 -2.50 -2.68
H -4.96 -5.94 0.50
H -3.71 -5.37 1.63
H -3.54 -6.87 0.68
H -2.19 -2.60 -3.46
H -2.84 -1.73 -1.93
H -3.92 -2.35 -3.16
C -0.43 -6.29 0.80
O -0.26 -4.99 0.35
C 0.93 -4.45 0.20
O 1.16 -3.25 -0.15
O 1.89 -5.32 0.44
C 3.28 -5.14 0.33
H 0.18 -6.51 1.67
H -0.11 -6.98 0.03
H -1.48 -6.39 1.10
H 3.46 -4.84 -0.70
H 3.93 -5.96 0.62
H 3.53 -4.35 1.03
C 6.30 -1.04 -3.82
C 5.61 0.21 -3.26
O 4.30 0.09 -3.74
C 3.40 1.03 -3.38
O 3.67 2.15 -2.79
O 2.22 0.70 -3.87
C 1.07 1.62 -3.81
H 7.35 -1.03 -3.54
H 6.29 -1.01 -4.91
H 5.80 -1.96 -3.51
H 6.06 1.08 -3.74
H 5.52 0.21 -2.18
H 1.20 2.40 -3.06
H 0.19 0.99 -3.73
H 1.04 2.20 -4.73
C 5.29 0.90 1.16
C 5.48 2.43 1.30
O 5.57 3.09 0.05
C 5.86 4.38 0.02
O 5.66 5.22 0.96
O 6.30 4.63 -1.22
C 6.43 5.97 -1.68
H 4.59 0.80 0.33
H 5.01 0.34 2.05
H 6.30 0.58 0.92
H 6.32 2.58 1.98
H 4.56 2.79 1.75
H 6.71 5.98 -2.73
H 7.14 6.48 -1.02
H 5.50 6.53 -1.66



Formula: C41H70F2N3O18Si
Source: the OMol25 dataset
Level of theory: ωB97M-V/def2-TZVPD

Output
* E_tot: -98276.82969 eV
* molar mass: 959.096 g mol⁻¹
* 2S+1: 1
* charge: +1
* gap between HOMO and LUMO: 6.95 eV
* HOMO level: -10.89 eV
* F_max: 3.51 eV Å⁻¹
* E_LUMO: -3.94 eV

Geometry (Å):
C 3.37 6.13 -5.95
C 2.30 5.55 -6.11
C 0.90 4.90 -5.87
C 0.93 3.32 -5.96
C -0.60 2.92 -5.91
N -0.77 1.87 -5.16
C -2.18 1.41 -5.11
C -2.87 1.53 -3.69
N -2.45 0.47 -2.74
C -3.45 -0.63 -2.61
C -2.76 -2.06 -2.68
C -2.39 1.15 -1.42
C -1.02 1.01 -0.66
O -3.30 1.79 -0.95
C 0.45 1.29 -4.50
C 0.83 -0.17 -4.93
F 1.22 -0.26 -6.27
F -0.34 -0.96 -4.83
C 1.88 -0.88 -3.98
C 1.47 -0.86 -2.46
Si 2.71 -1.73 -1.29
C 4.42 -2.06 -2.04
C 1.94 -3.42 -0.79
C 2.81 -0.74 0.36
C 3.46 -1.47 1.49
C 3.55 -0.81 2.79
C 3.00 0.54 2.94
C 2.37 1.29 1.85
C 2.29 0.62 0.54
C 1.47 2.47 -4.75
C 2.96 2.15 -5.21
N 3.89 1.81 -4.10
C 1.57 3.18 -3.33
O 2.47 4.29 -3.30
O 3.29 4.23 -2.19
H 4.22 6.78 -5.66
H 0.43 5.29 -4.94
H 0.27 5.28 -6.73
H 1.21 3.04 -7.01
H -1.37 3.50 -6.47
H -2.28 0.36 -5.50
H -2.80 2.04 -5.81
H -2.69 2.57 -3.28
H -3.99 1.48 -3.88
H -3.89 -0.58 -1.57
H -4.31 -0.58 -3.33
H -3.49 -2.83 -2.30
H -2.43 -2.34 -3.72
H -1.87 -2.11 -1.99
H -0.67 -0.05 -0.78
H -0.31 1.71 -1.19
H -1.12 1.28 0.42
H 0.19 1.42 -3.41
H 2.93 -0.56 -4.17
H 1.83 -1.97 -4.29
H 0.48 -1.39 -2.35
H 1.34 0.20 -2.11
H 5.11 -2.57 -1.30
H 4.97 -1.12 -2.35
H 4.38 -2.76 -2.93
H 2.61 -3.87 0.00
H 1.77 -4.10 -1.66
H 0.98 -3.16 -0.25
H 3.86 -2.51 1.35
H 4.03 -1.35 3.64
H 3.04 1.05 3.94
H 1.93 2.31 1.95
H 1.80 1.18 -0.29
H 3.02 1.38 -6.03
H 3.36 3.10 -5.67
H 4.55 2.57 -3.93
H 4.43 0.99 -4.41
H 0.54 3.60 -3.09
H 1.93 2.44 -2.56
H 4.21 4.37 -2.49
C 2.94 6.81 -9.33
O 2.37 7.79 -10.19
C 1.63 8.70 -9.55
O 1.42 8.74 -8.37
O 1.15 9.56 -10.47
C 0.33 10.60 -9.93
H 3.52 6.13 -9.96
H 3.62 7.27 -8.61
H 2.17 6.23 -8.82
H 0.90 11.21 -9.23
H -0.55 10.18 -9.44
H 0.01 11.22 -10.76
C -1.12 0.48 4.70
O -1.33 0.55 6.10
C -0.23 0.29 6.83
O 0.86 0.02 6.41
O -0.57 0.39 8.13
C 0.51 0.14 9.03
H -2.07 0.71 4.21
H -0.38 1.22 4.38
H -0.81 -0.52 4.40
H 1.31 0.86 8.89
H 0.88 -0.88 8.91
H 0.12 0.24 10.05
C -2.25 -6.17 2.12
O -2.86 -5.22 1.25
C -3.64 -4.33 1.88
O -3.84 -4.27 3.06
O -4.15 -3.50 0.95
C -5.00 -2.49 1.48
H -1.65 -6.85 1.51
H -1.59 -5.67 2.83
H -3.00 -6.76 2.65
H -4.45 -1.84 2.17
H -5.86 -2.93 1.98
H -5.35 -1.88 0.65
C -5.65 -5.57 7.21
O -5.31 -4.22 7.53
C -4.01 -3.94 7.42
O -3.14 -4.71 7.08
O -3.83 -2.65 7.75
C -2.47 -2.22 7.67
H -6.72 -5.68 7.34
H -5.39 -5.79 6.17
H -5.14 -6.26 7.89
H -2.10 -2.31 6.65
H -1.85 -2.78 8.37
H -2.44 -1.17 7.96
C -0.59 -5.71 8.35
O -0.81 -5.64 9.77
C 0.28 -5.89 10.50
O 1.38 -6.16 10.08
O -0.06 -5.79 11.80
C 1.01 -6.04 12.71
H -1.54 -5.49 7.86
H 0.14 -4.97 8.04
H -0.27 -6.72 8.06
H 1.81 -5.31 12.57
H 1.39 -7.05 12.59
H 0.62 -5.93 13.72



Formula: C41H70N9O14P
Source: the OMol25 dataset
Level of theory: ωB97M-V/def2-TZVPD

Output
* E_tot: -95017.10263 eV
* molar mass: 944.034 g mol⁻¹
* 2S+1: 1
* gap between HOMO and LUMO: 6.99 eV
* HOMO level: -8.43 eV
* F_max: 3.39 eV Å⁻¹
* SMILES string: CC(=O)N(C)c1cccc2c1C(=O)c1ccc(P(=O)(O)O)cc1C2=O.CN(C)C=O.CN(C)C=O.CN(C)C=O.CN(C)C=O.CN(C)C=O.CN(C)C=O.CN(C)C=O.CN(C)C=O
* E_LUMO: -1.43 eV

Geometry (Å):
C 2.60 -5.65 -0.24
C 3.00 -4.33 -1.01
O 2.96 -3.30 -0.35
N 3.41 -4.32 -2.40
C 3.30 -5.65 -3.05
C 2.81 -3.25 -3.19
C 3.70 -2.16 -3.62
C 3.23 -1.00 -4.48
C 1.82 -0.94 -4.87
C 0.94 -2.03 -4.42
C 1.40 -3.16 -3.59
C 0.39 -4.26 -3.21
O 0.35 -4.86 -2.16
C -0.71 -4.61 -4.27
C -1.28 -5.94 -4.44
C -2.33 -6.13 -5.45
C -2.81 -5.02 -6.32
P -4.12 -5.37 -7.59
O -5.50 -5.40 -7.05
O -3.92 -4.24 -8.79
O -3.69 -6.84 -8.27
C -2.21 -3.69 -6.12
C -1.18 -3.46 -5.09
C -0.56 -2.04 -4.84
O -1.24 -1.05 -4.97
H 1.98 -5.42 0.66
H 1.96 -6.32 -0.88
H 3.50 -6.27 0.03
H 2.26 -6.06 -3.12
H 3.96 -6.36 -2.47
H 3.77 -5.57 -4.06
H 4.79 -2.19 -3.33
H 4.00 -0.24 -4.78
H 1.43 -0.10 -5.49
H -0.92 -6.77 -3.77
H -2.81 -7.12 -5.63
H -3.03 -4.32 -9.18
H -2.72 -6.89 -8.16
H -2.58 -2.86 -6.78
C 2.34 -0.82 1.94
N 2.96 -0.54 3.23
C 4.32 -0.02 3.25
C 2.32 -0.74 4.41
O 2.79 -0.52 5.51
H 2.94 -1.56 1.40
H 2.30 0.10 1.36
H 1.33 -1.20 2.07
H 4.96 -0.70 3.81
H 4.33 0.96 3.74
H 4.68 0.07 2.23
H 1.30 -1.14 4.28
C -1.47 3.36 3.56
N -0.76 2.27 2.91
C -0.79 0.95 3.52
C -0.08 2.45 1.76
O 0.53 1.58 1.16
H -1.06 3.50 4.57
H -2.53 3.10 3.64
H -1.37 4.28 3.00
H 0.23 0.64 3.74
H -1.23 0.24 2.81
H -1.38 0.97 4.44
H -0.13 3.48 1.39
C -1.62 6.25 8.04
N -2.41 5.86 6.89
C -2.63 6.83 5.83
C -2.95 4.63 6.77
O -3.63 4.25 5.83
H -2.09 7.10 8.53
H -0.61 6.53 7.70
H -1.53 5.43 8.75
H -3.70 7.00 5.72
H -2.24 6.43 4.89
H -2.13 7.77 6.07
H -2.73 3.97 7.62
C -3.93 5.79 1.05
N -4.71 6.63 1.93
C -5.14 7.93 1.46
C -5.06 6.23 3.18
O -5.72 6.89 3.97
H -3.00 6.30 0.79
H -4.50 5.58 0.14
H -3.68 4.84 1.54
H -4.74 8.70 2.13
H -6.23 7.98 1.48
H -4.79 8.10 0.45
H -4.69 5.23 3.44
C -4.15 10.99 11.12
N -3.44 9.90 10.47
C -3.46 8.59 11.08
C -2.76 10.08 9.32
O -2.15 9.21 8.73
H -3.74 11.14 12.12
H -5.21 10.74 11.20
H -4.04 11.92 10.55
H -2.44 8.27 11.30
H -3.90 7.87 10.38
H -4.05 8.60 12.00
H -2.81 11.11 8.94
C 5.54 3.11 -1.34
N 5.84 1.83 -1.94
C 4.91 0.73 -1.77
C 6.97 1.62 -2.66
O 7.28 0.57 -3.19
H 5.45 2.98 -0.26
H 4.59 3.48 -1.74
H 6.33 3.83 -1.55
H 5.42 -0.09 -1.28
H 4.58 0.38 -2.75
H 4.06 1.04 -1.18
H 7.61 2.51 -2.73
C 7.38 -4.04 -0.07
N 7.36 -2.64 0.31
C 8.57 -2.03 0.82
C 6.24 -1.89 0.22
O 6.15 -0.72 0.52
H 7.66 -4.65 0.79
H 8.11 -4.18 -0.87
H 6.40 -4.36 -0.43
H 8.39 -1.66 1.83
H 8.85 -1.19 0.18
H 9.38 -2.76 0.84
H 5.37 -2.45 -0.18
C -7.47 -10.11 -10.25
N -6.09 -9.73 -10.06
C -5.79 -8.50 -9.34
C -5.06 -10.48 -10.52
O -3.88 -10.21 -10.39
H -7.99 -9.33 -10.82
H -7.95 -10.24 -9.28
H -7.54 -11.05 -10.80
H -5.22 -7.84 -9.99
H -5.19 -8.73 -8.47
H -6.71 -8.01 -9.03
H -5.39 -11.39 -11.05



Q: What is the F_max in the third record?
A: 3.39 eV Å⁻¹